Entry 1:
Computed, not measured: a structure of composition B13Ca2H52 in a non-equilibrium geometry, with ωB97M-V/def2-TZVPD.

Positions of all 67 atoms, in Å:
Ca: -4.984 -0.498 -0.267
Ca: 2.605 0.282 -3.600
B: 0.290 0.356 -7.291
H: -0.582 -0.232 -7.050
H: 1.285 -0.059 -7.349
H: 0.085 0.820 -8.243
H: 0.156 1.164 -6.588
B: -3.959 -1.661 4.806
H: -4.031 -2.632 5.271
H: -3.858 -1.751 3.735
H: -4.920 -1.171 4.842
H: -3.096 -1.172 5.231
B: 5.567 2.103 -0.342
H: 4.977 1.529 0.355
H: 6.552 2.266 0.066
H: 5.619 1.600 -1.296
H: 5.196 3.110 -0.454
B: -0.171 4.158 4.648
H: -0.080 4.081 3.575
H: -0.958 4.857 4.883
H: -0.341 3.202 5.119
H: 0.710 4.651 5.030
B: 1.064 5.767 -2.537
H: 0.281 5.590 -1.816
H: 1.813 6.476 -2.220
H: 1.485 4.844 -2.904
H: 0.481 6.180 -3.346
B: 6.885 -3.769 1.703
H: 6.473 -4.296 2.549
H: 7.114 -4.464 0.910
H: 6.277 -2.914 1.451
H: 7.813 -3.346 2.057
B: -5.933 -3.917 -2.703
H: -6.132 -4.187 -1.677
H: -6.610 -3.117 -2.959
H: -4.984 -3.404 -2.730
H: -6.040 -4.790 -3.328
B: -4.766 2.292 -3.836
H: -5.051 3.091 -4.503
H: -4.221 2.639 -2.972
H: -5.724 1.938 -3.487
H: -4.234 1.462 -4.276
B: -5.581 4.020 1.911
H: -6.446 4.062 1.267
H: -4.805 4.708 1.613
H: -6.001 4.417 2.822
H: -5.260 3.009 2.110
B: 3.281 -0.633 6.398
H: 3.818 0.119 6.956
H: 3.652 -1.639 6.510
H: 2.280 -0.671 6.799
H: 3.316 -0.381 5.349
B: -0.494 0.055 -0.547
H: -0.492 0.795 -1.332
H: -1.125 0.388 0.263
H: -0.898 -0.880 -0.902
H: 0.510 -0.056 -0.169
B: 0.538 -5.128 2.152
H: 1.239 -4.390 2.511
H: 0.913 -6.132 2.277
H: -0.360 -5.082 2.748
H: 0.368 -4.885 1.115
B: 3.902 -3.789 -3.677
H: 3.012 -3.727 -4.283
H: 4.364 -4.761 -3.601
H: 4.642 -3.085 -4.023
H: 3.574 -3.408 -2.722

Forces on atoms 1 to 6 (eV/Å):
2.0 0.6 -0.2
-0.9 -0.5 1.5
0.0 -0.2 0.3
-2.9 -3.1 0.8
4.1 -2.2 0.1
-0.7 2.0 -4.2

LUMO level = 11.38 eV
Multiplicity = 1
Charge = -9

Atomic partial charges in e from the Mulliken method, atoms 1 to 8:
1. Ca 1.532
2. Ca 1.510
3. B -0.047
4. H -0.147
5. H -0.301
6. H -0.187
7. H -0.210
8. B -0.100

=====

Entry 2:
Computed, not measured: a structure of composition B2CdH24O12P in a non-equilibrium geometry, with ωB97M-V/def2-TZVPD.

Positions of all 40 atoms, in Å:
Cd: -0.383 -1.576 -0.783
P: 0.078 -1.135 -3.539
O: -0.464 -2.080 -4.608
O: 0.948 0.035 -4.028
O: 0.999 -1.616 -2.297
O: -1.222 -0.852 -2.606
B: 0.721 -3.448 0.330
H: 0.872 -4.538 0.884
H: 1.814 -3.090 -0.067
H: -0.004 -3.622 -0.611
H: 0.239 -2.575 1.000
B: -0.010 0.623 0.349
H: -0.827 0.364 -0.475
H: 0.323 1.770 0.101
H: -0.500 0.455 1.461
H: 0.907 -0.105 0.137
O: -2.350 -2.317 -0.217
H: -2.690 -2.948 0.421
H: -3.084 -2.034 -0.771
O: -2.123 2.619 0.417
H: -1.977 1.669 0.539
H: -1.329 2.886 -0.058
O: 3.827 -1.213 -1.057
H: 3.287 -1.561 -0.339
H: 4.738 -1.404 -0.824
O: -0.833 1.953 -2.865
H: 0.006 1.610 -3.243
H: -1.218 1.152 -2.462
O: 1.364 2.220 2.654
H: 1.890 1.413 2.622
H: 0.949 2.229 1.775
O: -3.329 2.260 3.845
H: -2.510 1.877 3.496
H: -3.009 2.960 4.420
O: 2.296 1.451 -1.612
H: 1.656 1.576 -0.894
H: 2.570 2.342 -1.842
O: -0.748 0.846 3.931
H: -0.864 0.370 3.099
H: -0.014 1.437 3.719

Forces on atoms 1 to 6 (eV/Å):
1.3 0.0 -0.6
1.0 0.1 1.5
0.8 -0.3 -0.1
-1.5 0.5 -0.9
0.5 -1.5 -1.7
-1.3 1.4 -0.8

LUMO level = 6.52 eV
Multiplicity = 1
Charge = -3

Atomic partial charges in e from the Mulliken method, atoms 1 to 8:
1. Cd 1.148
2. P 0.784
3. O -0.881
4. O -0.886
5. O -0.910
6. O -1.012
7. B 0.520
8. H -0.233

=====

Entry 3:
Computed, not measured: a structure of composition B2H24NiO8 in a non-equilibrium geometry, with ωB97M-V/def2-TZVPD.

Positions of all 35 atoms, in Å:
Ni: -0.822 1.556 0.218
B: -2.300 0.327 1.443
H: -2.709 0.914 2.251
H: -2.783 -0.637 1.409
H: -2.436 0.877 0.525
H: -1.231 0.227 1.551
B: 0.363 -0.377 -0.173
H: 1.215 -0.970 -0.471
H: -0.421 -1.028 0.180
H: 0.639 0.264 0.650
H: -0.007 0.193 -1.011
O: 2.356 -1.691 2.051
H: 2.080 -1.259 1.243
H: 2.651 -0.978 2.616
O: -1.827 1.774 -1.897
H: -1.987 1.259 -2.688
H: -2.379 2.549 -1.999
O: 0.195 -3.140 2.200
H: 1.084 -2.836 2.385
H: -0.075 -2.639 1.431
O: 0.172 2.332 1.973
H: 1.089 2.178 2.202
H: -0.094 3.065 2.528
O: 0.672 2.705 -0.735
H: 0.893 3.538 -0.318
H: 1.366 2.570 -1.381
O: -2.615 -1.680 -1.442
H: -1.788 -1.282 -1.171
H: -2.788 -2.351 -0.781
O: 3.708 -0.514 -1.483
H: 2.913 -0.496 -0.950
H: 4.068 -1.391 -1.347
O: 0.454 -1.274 -3.233
H: -0.344 -0.784 -3.429
H: 0.690 -1.002 -2.345

Forces on atoms 1 to 6 (eV/Å):
0.4 -1.5 0.0
0.1 0.3 1.1
-1.3 2.4 3.0
-1.5 -3.3 -0.7
-1.6 2.4 -4.4
3.8 -0.7 1.3

LUMO level (alpha / beta) = -1.22 / -1.75 eV
Multiplicity = 3

Atomic partial charges in e from the Mulliken method, atoms 1 to 8:
1. Ni -0.048
2. B 0.530
3. H -0.235
4. H -0.245
5. H -0.070
6. H -0.110
7. B 1.052
8. H -0.299

=====

Entry 4:
Computed, not measured: the molecule B3Cl3H3N3 in a non-equilibrium geometry, with ωB97M-V/def2-TZVPD.

Positions of all 12 atoms, in Å:
Cl: -1.486 0.896 2.789
B: -0.629 0.269 1.265
N: -1.348 -0.315 0.196
B: -0.733 -0.788 -1.009
Cl: -1.683 -0.634 -2.458
N: 0.700 -0.702 -1.127
B: 1.411 0.060 -0.133
Cl: 2.992 0.723 -0.581
N: 0.771 0.480 1.071
H: -2.353 -0.264 0.252
H: 1.136 -0.777 -2.024
H: 1.221 1.052 1.760

Forces on atoms 1 to 6 (eV/Å):
0.7 -0.5 -1.3
0.0 0.5 0.6
-0.3 -0.7 0.6
0.8 2.2 0.2
-0.7 -0.8 -1.0
-0.4 0.0 1.3

LUMO level = 0.25 eV
SMILES = ClB1NB(Cl)NB(Cl)N1
Multiplicity = 1

Atomic partial charges in e from the Mulliken method, atoms 1 to 8:
1. Cl -0.273
2. B -0.064
3. N 0.048
4. B 0.039
5. Cl -0.260
6. N 0.055
7. B -0.059
8. Cl -0.272

=====

Entry 5:
Computed, not measured: a structure of composition B3F12Sn in a non-equilibrium geometry, with ωB97M-V/def2-TZVPD.

Positions of all 16 atoms, in Å:
Sn: 2.184 -0.094 0.428
B: -0.758 1.124 2.675
F: -1.318 0.040 2.021
F: -1.266 1.034 3.942
F: 0.596 1.012 2.513
F: -1.288 2.129 1.926
B: -0.624 1.454 -1.265
F: -0.648 0.415 -0.317
F: -0.849 0.846 -2.488
F: -1.685 2.268 -0.865
F: 0.584 2.069 -1.209
B: 1.019 -2.474 -1.469
F: 1.397 -1.435 -2.307
F: 2.065 -2.752 -0.621
F: -0.062 -2.066 -0.714
F: 0.654 -3.570 -2.251

Forces on atoms 1 to 6 (eV/Å):
-2.0 -0.1 -0.3
-3.0 -1.7 -2.3
-0.3 -2.6 0.0
0.6 0.9 2.2
2.8 0.4 0.5
0.2 2.9 0.4

LUMO level (alpha / beta) = 4.31 / 4.32 eV
Multiplicity = 2
Charge = -2

Atomic partial charges in e from the Mulliken method, atoms 1 to 8:
1. Sn 0.817
2. B 0.548
3. F -0.401
4. F -0.385
5. F -0.351
6. F -0.370
7. B 0.574
8. F -0.379

=====

Entry 6:
Computed, not measured: a structure of composition BCa2F6K in a non-equilibrium geometry, with ωB97M-V/def2-TZVPD.

Positions of all 10 atoms, in Å:
K: 2.703 -0.572 0.454
Ca: -1.355 0.428 0.592
Ca: 0.395 2.903 2.884
B: -0.187 -1.219 -1.532
F: -0.128 -1.561 -2.874
F: -1.327 -1.448 -0.910
F: 0.763 -1.876 -0.823
F: 0.073 0.169 -1.400
F: -1.662 1.662 2.591
F: 0.727 1.514 1.018

Forces on atoms 1 to 6 (eV/Å):
0.7 0.1 0.0
-0.3 1.5 1.5
-1.5 -1.1 -0.7
0.8 1.8 2.0
0.5 -0.7 -1.8
-2.9 -0.4 0.6

LUMO level (alpha / beta) = -11.42 / -19.31 eV
Multiplicity = 2
Charge = +3

Atomic partial charges in e from the Mulliken method, atoms 1 to 8:
1. K 1.013
2. Ca 1.718
3. Ca 1.766
4. B 0.738
5. F 0.249
6. F -0.337
7. F -0.189
8. F -0.380

=====

Entry 7:
Computed, not measured: a cluster of 8 separate species, BF4H14O7 in total in a non-equilibrium geometry, with ωB97M-V/def2-TZVPD.

Positions of all 26 atoms, in Å:
B: 0.214 -0.217 0.160
F: -1.138 -0.287 -0.214
F: 1.026 -1.101 -0.545
F: 0.599 1.119 -0.212
F: 0.326 -0.347 1.554
O: -1.648 1.550 -2.689
H: -1.217 0.837 -3.184
H: -1.468 1.337 -1.765
O: 0.772 3.885 -1.212
H: 0.570 2.940 -1.239
H: 0.424 4.176 -0.365
O: -0.129 -0.820 -3.256
H: 0.226 -1.673 -3.521
H: -0.133 -0.854 -2.286
O: 1.867 -2.972 1.355
H: 1.161 -3.028 2.006
H: 1.503 -2.396 0.656
O: -0.943 1.489 3.260
H: -1.772 1.836 2.919
H: -0.645 0.857 2.584
O: -2.744 -2.588 0.539
H: -2.883 -2.359 -0.385
H: -2.393 -1.778 0.926
O: 3.190 0.230 1.608
H: 2.807 -0.522 2.074
H: 2.429 0.685 1.233

Forces on atoms 1 to 6 (eV/Å):
-0.1 2.0 -0.3
-0.2 -0.7 -0.1
-0.3 -0.4 0.1
0.2 -0.5 0.3
0.0 -0.4 -0.2
0.0 0.0 -0.1

LUMO level = 2.85 eV
Multiplicity = 1
Charge = -1

Atomic partial charges in e from the Mulliken method, atoms 1 to 8:
1. B 0.896
2. F -0.501
3. F -0.491
4. F -0.377
5. F -0.502
6. O -0.670
7. H 0.437
8. H 0.259

=====

Entry 8:
Computed, not measured: a cluster of 10 separate species, BF4H18O9 in total, with ωB97M-V/def2-TZVPD.

Positions of all 32 atoms, in Å:
B: 0.161 0.014 -0.828
F: 0.607 0.974 -1.750
F: -0.384 -1.106 -1.525
F: 1.241 -0.427 -0.070
F: -0.826 0.588 -0.013
O: 0.529 -3.237 0.920
H: 0.335 -2.520 0.304
H: 1.394 -3.549 0.644
O: 3.250 1.762 -1.011
H: 3.194 2.292 -0.211
H: 2.393 1.314 -1.055
O: -2.836 1.586 1.425
H: -2.734 2.128 0.637
H: -3.488 2.037 1.969
O: -1.612 -0.365 3.208
H: -2.155 -1.128 2.995
H: -1.808 0.280 2.519
O: -0.877 2.647 -3.402
H: 0.072 2.761 -3.499
H: -0.944 1.955 -2.734
O: -3.135 -0.628 -1.002
H: -2.848 -0.316 -0.139
H: -2.380 -0.449 -1.568
O: 0.407 -3.142 -3.231
H: 0.139 -2.322 -2.790
H: 1.246 -2.929 -3.646
O: 3.575 -1.379 1.904
H: 2.744 -1.131 1.479
H: 3.455 -1.119 2.820
O: 0.775 1.931 2.421
H: 0.096 1.464 1.919
H: 0.414 2.011 3.308

Forces on atoms 1 to 6 (eV/Å):
0.1 -0.3 -0.1
-0.1 -0.1 -0.1
0.0 0.4 0.1
0.1 0.0 0.2
0.1 0.0 0.1
-0.1 -0.1 0.0

LUMO level = 2.48 eV
Multiplicity = 1
Charge = -1

Atomic partial charges in e from the Mulliken method, atoms 1 to 8:
1. B 0.745
2. F -0.482
3. F -0.468
4. F -0.356
5. F -0.217
6. O -0.668
7. H 0.298
8. H 0.301